1.
Formula: C8H18AgBr2F3N2O2
Source: the Open Molecules 2025 dataset
Level of theory: wB97M-V/def2-TZVPD

```
36
Properties=species:S:1:pos:R:3:forces:R:3:lowdin_charge:R:1
H -0.960417 1.334029 3.520616 -0.3 -0.1 -0.1 0.079
C -2.705264 0.665387 1.584801 -0.3 -0.1 -0.7 -0.083
H -1.700942 2.251480 -1.523510 0.1 0.0 -0.2 0.081
C 1.363153 2.861432 -0.242882 -0.9 0.5 -0.7 -0.038
F 3.298905 -1.879030 -1.059267 0.3 0.5 0.1 -0.571
H -3.491479 -0.003069 1.223379 -0.1 -0.1 0.4 0.082
H 0.972145 -0.806749 -2.603363 0.0 0.0 -0.6 0.017
Br -1.463179 -2.294629 -2.252430 -0.5 0.0 -0.1 0.483
O 1.009785 0.103664 -0.156499 0.1 0.0 -0.1 -0.014
H 0.050053 1.214361 2.071537 0.2 -0.1 0.1 0.074
C 0.149391 0.765570 -0.675944 -0.1 0.3 0.3 -0.349
H -0.671087 3.646909 -1.884321 0.0 0.2 0.1 0.083
N -1.591714 -0.092136 2.075460 -0.3 0.4 0.1 -0.195
C -0.560165 0.641318 2.774493 0.4 -0.4 -0.1 -0.048
C -0.938525 2.919458 -1.116448 -0.2 -0.7 0.2 -0.092
C 1.379195 -1.815318 -2.637146 -1.4 -0.1 -0.4 -0.717
H 0.980053 3.774044 0.227337 0.2 -0.2 0.5 0.076
F 3.706925 -2.233380 2.159000 -0.6 0.6 0.4 -0.822
Ag 1.650984 -1.846131 1.097446 2.1 -1.6 -0.1 0.717
C -1.473667 -1.437228 1.827653 -0.2 0.8 0.1 -0.330
N 0.190298 2.130395 -0.697033 -0.1 0.1 -0.2 -0.200
H 2.325255 -1.796376 -2.032703 1.0 -0.4 0.7 -0.068
H 0.566367 -3.804822 -2.375661 -0.2 -0.1 0.1 0.047
F 1.619206 -4.205241 0.446741 -0.8 0.4 0.0 -0.743
H -2.489856 1.257863 0.683116 0.4 0.2 0.2 0.063
Br 1.910977 -2.328438 -4.460622 -0.3 0.3 -0.3 0.475
C 0.434887 -2.794638 -2.011991 1.2 0.4 -0.5 -0.654
H -2.385778 -1.813036 1.331344 0.2 -0.3 -0.1 0.130
H 0.648398 -2.770460 -0.958782 -0.3 -0.4 0.8 -0.011
H -0.752316 0.334901 -1.145060 0.0 0.0 0.0 0.094
H 1.982689 2.246395 0.398507 0.1 0.0 0.0 0.095
H 1.877135 3.243241 -1.131781 0.5 -0.3 0.1 0.089
H 0.057048 -0.098043 3.283498 0.2 0.1 -0.1 0.093
H -1.399596 3.378334 -0.233983 0.1 0.5 -0.2 0.079
O -0.513138 -2.088367 2.133979 -0.3 -0.5 0.3 -0.005
H -3.075730 1.338310 2.360523 -0.2 -0.1 0.0 0.080
```
Positions in Å, forces in eV/Å.

Output
Total charge = -2
Spin multiplicity = 1
LUMO = 4.004 eV
Largest force on an atom = 0.05069 Eh/bohr
Electronic energy = -6170.124519 hartree
ΔE to the lowest compared entry with this formula, charge and spin = 0.00 kcal per mole
M = 498.91 g/mol

2.
Formula: CH2IO2P
Source: the Open Molecules 2025 dataset
Level of theory: wB97M-V/def2-TZVPD

```
7
Properties=species:S:1:pos:R:3:forces:R:3:lowdin_charge:R:1
C 0.065858 -1.673978 1.078773 1.4 2.2 0.8 -0.189
H 1.087258 -1.345387 0.516155 -1.6 -1.3 1.4 0.093
H 0.028265 -1.820499 2.248688 0.6 -0.3 -1.9 0.105
P -0.285542 1.922110 -2.177523 2.2 -0.9 -1.0 0.415
O -0.959999 -1.484094 0.502231 -0.4 -0.5 -0.4 -0.038
O -1.534397 2.350187 -1.641240 -2.0 0.8 1.1 -0.562
I 1.598558 2.051661 -0.527083 -0.2 0.0 0.0 0.176
```
Positions in Å, forces in eV/Å.

Output
Total charge = 0
Spin multiplicity = 1
LUMO = -1.312 eV
Largest force on an atom = 0.05261 Eh/bohr
SMILES = O=PI.C=O
Electronic energy = -828.808197 hartree
ΔE to the lowest compared entry with this formula, charge and spin = 20.96 kcal per mole
M = 203.90 g/mol

3.
Formula: C2H2FKO2
Source: the Open Molecules 2025 dataset
Level of theory: wB97M-V/def2-TZVPD

```
8
Properties=species:S:1:pos:R:3:forces:R:3:lowdin_charge:R:1
H 0.595273 -0.884815 2.284393 -0.1 0.1 -0.2 0.145
O -0.284812 -0.865362 -0.948049 0.2 -0.5 0.5 0.112
H -0.586772 3.416163 -2.942569 0.0 0.2 -0.2 -0.349
C 0.334082 -0.413126 1.320859 0.0 0.4 -0.1 -0.106
C 0.002894 -1.310309 0.116268 -0.3 1.0 -0.8 -0.426
F 0.049388 -2.590662 0.367833 0.1 -0.7 0.3 0.171
O 0.288635 0.771782 1.130003 0.1 -0.5 0.5 0.043
K -0.398688 1.876328 -1.328738 0.0 0.0 0.0 0.409
```
Positions in Å, forces in eV/Å.

Output
Total charge = 0
Spin multiplicity = 1
LUMO = -2.320 eV
Largest force on an atom = 0.02574 Eh/bohr
Electronic energy = -927.591869 hartree
ΔE to the lowest compared entry with this formula, charge and spin = 41.14 kcal per mole
M = 116.13 g/mol

4.
Formula: C3H4N2O
Source: the Open Molecules 2025 dataset
Level of theory: wB97M-V/def2-TZVPD

```
10
Properties=species:S:1:pos:R:3:forces:R:3:lowdin_charge:R:1
C 0.595781 -1.176384 -0.748901 -0.1 -0.1 0.3 -0.110
N -1.015856 1.197852 1.050924 0.8 0.5 0.4 0.133
H 0.009313 0.723795 -1.545536 0.3 0.1 0.2 0.125
C -0.056513 0.476722 0.621993 -0.7 0.8 0.5 -0.477
O 0.973765 -0.190405 1.192386 0.0 0.3 0.1 0.003
N 1.346145 -1.239639 0.292166 -0.5 0.1 -0.5 0.095
H -1.379685 0.373175 -0.497188 0.5 -2.3 -2.2 0.154
H 0.832480 -1.882479 -1.540674 -0.3 0.1 0.1 0.117
C -0.294624 0.028067 -0.759933 -0.5 0.6 0.2 -0.094
H -1.023583 1.676557 1.925353 0.5 -0.2 1.0 0.054
```
Positions in Å, forces in eV/Å.

Output
Total charge = 0
Spin multiplicity = 1
LUMO = 0.889 eV
Largest force on an atom = 0.06271 Eh/bohr
SMILES = [H]/N=C1/CC=NO1
Electronic energy = -301.341107 hartree
ΔE to the lowest compared entry with this formula, charge and spin = 91.69 kcal per mole
M = 84.08 g/mol

5.
Formula: CHClS2
Source: the Open Molecules 2025 dataset
Level of theory: wB97M-V/def2-TZVPD

```
5
Properties=species:S:1:pos:R:3:forces:R:3:lowdin_charge:R:1
C -1.414323 0.724279 -0.811740 -0.1 -0.2 0.0 -1.441
Cl 1.765904 -1.567288 1.428655 0.0 0.0 0.0 0.261
S -2.174254 -0.596070 -1.102001 0.1 0.2 0.0 0.722
H 2.476411 -0.600373 0.989945 0.0 0.0 0.0 -0.254
S -0.653738 2.039452 -0.504859 0.0 -0.1 0.0 0.712
```
Positions in Å, forces in eV/Å.

Output
Total charge = 0
Spin multiplicity = 1
LUMO = -0.080 eV
Largest force on an atom = 0.00455 Eh/bohr
Electronic energy = -1295.268978 hartree
ΔE to the lowest compared entry with this formula, charge and spin = 0.00 kcal per mole
M = 112.61 g/mol

6.
Formula: C6H12
Source: the Open Molecules 2025 dataset
Level of theory: wB97M-V/def2-TZVPD

```
18
Properties=species:S:1:pos:R:3:forces:R:3:lowdin_charge:R:1
H -0.830735 -0.448976 -0.872856 0.5 0.0 -1.0 0.115
C -1.454541 2.104554 -1.930220 0.7 0.5 1.3 -0.117
C 0.809331 0.122334 0.481874 0.7 -0.6 2.0 -0.252
H 1.801431 -1.846811 -0.120506 -1.1 0.4 -0.1 0.112
C 0.209355 -2.193353 1.388696 1.4 -2.7 0.5 -0.133
H 0.786460 -2.926118 2.063615 -0.9 0.7 -0.9 0.085
H -2.489292 1.867421 -1.619258 0.4 -0.1 -0.7 0.077
H -0.406661 2.322193 0.113185 0.9 0.0 -1.5 0.121
H -1.389907 3.197466 -2.010885 -0.1 -0.2 -0.2 0.060
H 2.162146 -1.301833 1.363617 0.1 0.4 0.8 0.083
C 1.289671 -1.340483 0.731238 0.2 0.7 -0.7 -0.275
H -0.412903 -1.671137 2.112417 -0.3 0.2 -0.5 0.063
H 1.631763 0.829491 0.372755 0.3 -0.4 -0.3 0.105
H -0.337193 -2.886053 0.680164 0.2 1.2 0.8 0.082
H 0.401570 0.444005 1.475671 0.0 -0.3 -0.5 0.119
H -1.070097 1.667205 -2.858675 -0.8 0.0 0.1 0.070
C -0.196956 0.377356 -0.560904 -0.8 1.9 0.1 -0.140
C -0.503445 1.682739 -0.809928 -1.4 -1.7 0.9 -0.175
```
Positions in Å, forces in eV/Å.

Output
Total charge = 0
Spin multiplicity = 1
LUMO = 1.245 eV
Largest force on an atom = 0.06083 Eh/bohr
SMILES = C/C=C/CCC
Electronic energy = -235.737608 hartree
ΔE to the lowest compared entry with this formula, charge and spin = 50.59 kcal per mole
M = 84.16 g/mol

Question: Look up the total charge of the first one.
Answer: -2